A.
Molecular formula: CH10N2O3
Method: DFT, ωB97M-V/def2-TZVPD

XYZ file:
```
16
Properties=species:S:1:pos:R:3
H 3.103 -0.568 1.878
N 2.928 0.199 1.175
C 2.655 1.453 1.553
N 2.338 2.400 0.485
H 2.549 1.951 2.574
H 3.021 3.138 0.307
H 2.231 1.900 -0.478
O -5.447 -2.863 0.112
H -5.906 -2.059 0.399
H -5.780 -3.605 0.714
O 2.903 0.277 -1.556
H 2.853 -0.011 -0.600
H 2.026 0.072 -2.033
O -3.040 -0.601 -1.168
H -2.670 -0.609 -1.997
H -3.764 -1.073 -1.365
```

Values from the calculation:
- SMILES = [H]/N=C/N.O.O.O
- HOMO level (hartree) = -0.35514
- lowest unoccupied orbital energy (eV) = 0.778


B.
Molecular formula: CH10N2O3
Method: DFT, ωB97M-V/def2-TZVPD

XYZ file:
```
16
Properties=species:S:1:pos:R:3
H -0.638 -2.573 -1.898
N -0.115 -2.220 -1.143
C 0.633 -1.190 -1.318
N 1.271 -0.637 -0.260
H 0.891 -0.593 -2.160
H 1.973 0.046 -0.480
H 0.777 -0.815 0.637
O -0.722 1.690 1.216
H -1.292 0.818 1.404
H -1.408 2.072 0.608
O -2.474 -0.694 0.540
H -1.731 -1.156 0.069
H -2.990 -1.456 0.979
O 2.073 2.066 0.265
H 2.465 2.843 0.709
H 1.286 1.799 0.831
```

Values from the calculation:
- SMILES = [H]/N=C/N.O.O.O
- HOMO level (hartree) = -0.33978
- lowest unoccupied orbital energy (eV) = 0.714


B is preferred energetically. Next in line: 0.0378 hartree higher.


A.
Molecular formula: C22H28N6O3S2
Method: DFT, ωB97M-V/def2-TZVPD

XYZ file:
```
61
Properties=species:S:1:pos:R:3
C 3.915 -0.037 -1.885
C 3.407 -0.750 -3.131
C 2.099 -1.509 -2.849
C 0.954 -0.557 -2.733
N 1.001 0.737 -2.890
N -0.243 1.229 -2.757
C -1.039 0.216 -2.522
S -2.763 0.286 -2.289
C -2.899 1.949 -1.545
C -2.261 1.885 -0.165
O -2.891 1.592 0.823
N -0.925 2.152 -0.207
C 0.017 1.970 0.801
C 1.361 2.130 0.457
C 2.358 1.953 1.398
C 2.030 1.603 2.698
C 0.699 1.438 3.022
S 0.313 0.926 4.684
N 1.082 -0.584 4.729
O 0.995 1.775 5.617
O -1.094 0.704 4.832
C -0.316 1.620 2.109
N -0.334 -0.948 -2.491
C -0.834 -2.214 -2.006
C -1.104 -2.064 -0.525
C -2.399 -2.095 -0.026
C -2.641 -1.823 1.310
C -1.592 -1.527 2.163
C -0.294 -1.520 1.678
C -0.054 -1.779 0.341
N 1.720 -2.531 -3.825
C 2.539 -3.723 -3.774
C 1.598 -2.027 -5.178
H 4.839 0.491 -2.106
H 4.108 -0.746 -1.082
H 3.178 0.684 -1.545
H 3.232 -0.019 -3.919
H 4.159 -1.463 -3.473
H 2.208 -2.034 -1.890
H -3.968 2.132 -1.456
H -2.428 2.664 -2.216
H -0.525 2.322 -1.130
H 1.615 2.391 -0.561
H 3.391 2.083 1.114
H 2.780 1.462 3.458
H 0.412 -1.320 4.885
H 1.801 -0.601 5.435
H -1.340 1.480 2.412
H -0.078 -2.971 -2.221
H -1.754 -2.459 -2.543
H -3.222 -2.312 -0.691
H -3.654 -1.824 1.680
H -1.784 -1.276 3.195
H 0.531 -1.297 2.337
H 0.959 -1.741 -0.035
H 3.563 -3.569 -4.141
H 2.587 -4.089 -2.748
H 2.069 -4.487 -4.393
H 2.569 -1.831 -5.653
H 1.022 -1.104 -5.172
H 1.065 -2.768 -5.775
```

Values from the calculation:
- SMILES = CC[C@@H](c1nnc(SCC(=O)Nc2cccc(S(N)(=O)=O)c2)n1Cc1ccccc1)N(C)C
- HOMO level (hartree) = -0.31412
- lowest unoccupied orbital energy (eV) = 0.501


B.
Molecular formula: C22H28N6O3S2
Method: DFT, ωB97M-V/def2-TZVPD

XYZ file:
```
61
Properties=species:S:1:pos:R:3
C -0.354 -4.142 0.530
C -0.472 -2.797 -0.173
C -1.768 -2.068 0.203
C -1.780 -0.727 -0.461
N -1.575 -0.541 -1.735
N -1.722 0.764 -2.013
C -2.029 1.367 -0.893
S -2.324 3.072 -0.714
C -1.301 3.670 -2.105
C 0.152 3.584 -1.666
O 0.729 4.527 -1.177
N 0.679 2.339 -1.838
C 1.885 1.855 -1.334
C 2.903 2.694 -0.882
C 4.079 2.161 -0.386
C 4.258 0.789 -0.325
C 3.241 -0.031 -0.770
S 3.458 -1.791 -0.625
N 2.937 -2.032 0.970
O 2.541 -2.488 -1.474
O 4.856 -2.106 -0.691
C 2.063 0.471 -1.275
N -2.085 0.473 0.136
C -2.110 0.841 1.534
C -0.757 1.416 1.888
C 0.362 0.591 1.885
C 1.621 1.115 2.108
C 1.775 2.474 2.325
C 0.666 3.301 2.335
C -0.596 2.775 2.120
N -2.963 -2.850 -0.104
C -3.121 -3.198 -1.503
C -4.163 -2.232 0.423
H 0.535 -4.663 0.183
H -1.226 -4.754 0.317
H -0.287 -4.011 1.609
H 0.370 -2.158 0.102
H -0.422 -2.924 -1.252
H -1.778 -1.928 1.292
H -1.586 4.710 -2.252
H -1.536 3.063 -2.977
H 0.062 1.632 -2.236
H 2.762 3.761 -0.920
H 4.861 2.824 -0.050
H 5.168 0.342 0.041
H 3.728 -2.131 1.587
H 2.344 -2.846 1.028
H 1.304 -0.213 -1.625
H -2.333 -0.049 2.126
H -2.900 1.581 1.686
H 0.253 -0.468 1.702
H 2.476 0.457 2.098
H 2.760 2.887 2.485
H 0.780 4.361 2.499
H -1.459 3.424 2.123
H -2.292 -3.825 -1.819
H -4.042 -3.768 -1.609
H -3.167 -2.321 -2.162
H -4.427 -1.287 -0.076
H -4.037 -2.042 1.489
H -4.994 -2.925 0.298
```

Values from the calculation:
- SMILES = CC[C@@H](c1nnc(SCC(=O)Nc2cccc(S(N)(=O)=O)c2)n1Cc1ccccc1)N(C)C
- HOMO level (hartree) = -0.31749
- lowest unoccupied orbital energy (eV) = 0.418


B is preferred energetically. Next in line: 0.0024 hartree higher.


A.
Molecular formula: C18H36Cl18
Method: DFT, ωB97M-V/def2-TZVPD

XYZ file:
```
72
Properties=species:S:1:pos:R:3
Cl -2.216 -1.101 -2.449
C -1.551 -2.137 -1.151
C -2.534 -2.436 -0.049
Cl -3.966 -3.291 -0.636
H -0.743 -1.529 -0.745
H -1.079 -3.030 -1.560
H -2.859 -1.590 0.556
H -2.060 -3.028 0.734
Cl 0.916 5.043 1.732
C -0.352 4.070 0.998
C -0.563 4.284 -0.565
Cl -1.257 5.892 -0.930
H -1.304 4.322 1.466
H -0.093 3.025 1.165
H -1.304 3.536 -0.849
H 0.310 4.158 -1.205
Cl 0.566 -0.991 -1.787
C -0.028 -0.896 -3.488
C 0.888 -1.659 -4.544
Cl 0.589 -3.443 -4.622
H -0.113 0.125 -3.862
H -1.065 -1.218 -3.587
H 1.932 -1.519 -4.262
H 0.766 -1.301 -5.566
Cl -1.914 0.184 0.679
C -0.358 -0.285 1.448
C 0.826 0.095 0.527
Cl 0.943 1.862 0.467
H -0.418 -1.359 1.621
H -0.167 0.183 2.415
H 0.825 -0.310 -0.485
H 1.761 -0.092 1.055
Cl -4.296 1.468 -0.553
C -4.111 1.297 1.250
C -4.905 0.108 1.783
Cl -4.446 -1.408 1.022
H -4.486 2.237 1.655
H -3.069 1.298 1.570
H -5.979 0.290 1.739
H -4.689 0.009 2.847
Cl -2.346 4.141 -2.286
C -2.886 2.510 -2.054
C -1.826 1.698 -1.272
Cl -0.246 1.575 -2.109
H -2.911 2.139 -3.079
H -3.893 2.600 -1.647
H -2.235 0.714 -1.042
H -1.690 2.137 -0.284
Cl 3.046 0.294 0.875
C 4.329 -0.878 0.538
C 5.079 -0.300 -0.666
Cl 5.757 1.300 -0.283
H 3.953 -1.864 0.264
H 4.965 -0.972 1.419
H 4.487 -0.273 -1.581
H 5.943 -0.928 -0.883
Cl 3.914 1.598 3.072
C 2.233 1.191 3.322
C 2.212 -0.351 3.412
Cl 0.678 -0.788 4.173
H 1.602 1.520 2.496
H 1.831 1.622 4.239
H 2.915 -0.690 4.174
H 2.327 -0.901 2.478
Cl -0.281 -4.021 0.369
C 1.498 -4.210 0.375
C 2.260 -2.880 0.155
Cl 1.850 -1.775 1.484
H 1.903 -5.026 -0.223
H 1.717 -4.557 1.385
H 2.080 -2.452 -0.831
H 3.338 -3.038 0.180
```

Values from the calculation:
- HOMO level (hartree) = -0.31451
- lowest unoccupied orbital energy (eV) = -0.080


B.
Molecular formula: C18H36Cl18
Method: DFT, ωB97M-V/def2-TZVPD

XYZ file:
```
72
Properties=species:S:1:pos:R:3
Cl 3.246 2.748 1.609
C 1.697 3.093 2.352
C 0.713 3.634 1.390
Cl 0.012 2.373 0.270
H 1.719 3.867 3.100
H 1.372 2.135 2.845
H 1.197 4.383 0.729
H -0.142 4.065 1.913
Cl -2.601 1.315 -3.305
C -1.500 2.359 -4.220
C -0.905 3.430 -3.311
Cl 0.167 4.319 -4.358
H -2.049 2.844 -5.012
H -0.714 1.695 -4.570
H -0.308 3.050 -2.530
H -1.735 4.062 -2.958
Cl 2.877 -2.793 -1.332
C 2.902 -3.207 0.412
C 3.706 -2.212 1.199
Cl 2.990 -0.566 1.183
H 3.360 -4.165 0.610
H 1.887 -3.173 0.736
H 4.780 -2.173 0.943
H 3.633 -2.563 2.202
Cl -1.530 -4.053 -4.586
C -0.104 -4.938 -3.993
C 1.160 -4.509 -4.717
Cl 1.437 -5.172 -6.313
H -0.337 -6.008 -3.924
H -0.090 -4.553 -2.972
H 2.033 -4.936 -4.228
H 1.247 -3.469 -4.966
Cl -7.813 -2.098 -0.806
C -6.052 -1.984 -0.812
C -5.536 -0.614 -0.703
Cl -5.778 0.045 0.985
H -5.668 -2.367 -1.776
H -5.649 -2.563 0.025
H -6.011 0.062 -1.404
H -4.443 -0.610 -0.853
Cl 1.051 -0.220 -3.353
C 2.703 0.348 -3.393
C 2.834 1.737 -3.972
Cl 2.309 1.645 -5.725
H 3.241 -0.251 -4.067
H 3.108 0.313 -2.393
H 3.850 2.101 -3.921
H 2.230 2.526 -3.522
Cl -1.316 4.584 4.685
C -2.285 3.329 5.422
C -1.674 2.011 5.209
Cl -1.551 1.681 3.413
H -3.266 3.391 4.991
H -2.353 3.627 6.464
H -2.384 1.270 5.684
H -0.710 1.931 5.696
Cl 2.890 1.793 5.306
C 3.046 0.076 4.831
C 1.683 -0.548 4.482
Cl 0.615 -0.613 5.923
H 3.473 -0.489 5.662
H 3.715 0.063 3.992
H 1.896 -1.535 4.137
H 1.221 -0.077 3.611
Cl -1.535 -2.493 -1.253
C -0.744 -1.117 -0.449
C -1.162 -0.989 0.983
Cl -0.369 -2.239 1.961
H -0.922 -0.269 -1.097
H 0.324 -1.325 -0.503
H -2.263 -1.009 1.070
H -0.825 -0.009 1.272
```

Values from the calculation:
- SMILES = ClCCCl.ClCCCl.ClCCCl.ClCCCl.ClCCCl.ClCCCl.ClCCCl.ClCCCl.ClCCCl
- HOMO level (hartree) = -0.38262
- lowest unoccupied orbital energy (eV) = 0.232


B is preferred energetically. Next in line: 1.0886 hartree higher.